# 1
{
  "formula": "C28H35N5P2PbSe",
  "method": "wB97M-V/def2-TZVPD",
  "elements": ["H", "H", "H", "H", "H", "H", "H", "C", "H", "C", "C", "C", "C", "C", "C", "N", "H", "H", "C", "C", "N", "C", "H", "H", "H", "H", "H", "H", "Se", "H", "H", "H", "C", "C", "P", "H", "C", "P", "C", "H", "C", "C", "N", "H", "H", "H", "C", "H", "H", "H", "C", "Pb", "C", "C", "H", "C", "C", "N", "C", "H", "H", "C", "H", "C", "H", "H", "H", "C", "C", "H", "C", "N"],
  "positions_angstrom": [[-2.489, -2.296, 0.614], [-0.391, -2.648, -2.552], [-1.101, -1.729, -3.903], [-2.713, 2.636, -7.492], [-5.759, -3.400, -2.052], [-1.904, -1.057, -8.913], [5.121, 1.936, -4.344], [-2.086, 1.859, -7.938], [2.937, 1.717, 0.891], [-2.677, 1.718, -2.301], [-1.396, -0.572, -8.054], [0.851, 0.601, -7.534], [2.726, 2.261, -2.073], [-3.171, -2.458, -0.203], [3.748, -1.546, -0.294], [2.770, -1.612, -1.304], [-1.366, -1.338, -7.256], [2.170, -3.190, -2.641], [-2.906, 2.506, -3.419], [3.621, 0.634, -3.370], [2.654, 0.898, -2.394], [0.234, 2.799, -8.607], [-3.128, 3.566, -3.443], [-3.019, 0.269, -6.898], [3.861, -0.649, 0.284], [0.044, 0.171, -9.500], [0.580, -1.227, -8.551], [4.019, 3.877, -2.785], [-0.961, -0.899, 4.777], [-3.957, -1.823, -3.340], [0.834, 2.865, -9.535], [1.781, 1.539, 2.294], [2.841, -2.896, -1.860], [0.820, -0.946, -3.207], [-1.570, -0.774, -1.683], [0.186, 3.826, -8.210], [4.298, 1.813, -3.652], [1.596, -0.323, -1.677], [3.728, 2.836, -2.833], [-2.722, 1.969, -1.254], [-2.820, 1.655, -4.571], [-4.358, -3.159, -0.307], [-2.913, -1.837, -1.447], [-2.579, -0.570, -4.638], [1.502, -1.652, -3.702], [-4.829, -3.725, 0.478], [-4.852, -2.996, -1.646], [2.362, 0.091, 1.362], [-1.684, 3.265, -9.441], [0.676, -0.099, -3.896], [3.862, -3.602, -1.243], [0.196, 1.323, 0.079], [-0.844, -0.420, 3.083], [0.068, -0.253, -8.489], [3.754, -0.365, -3.764], [-2.207, 0.579, -7.559], [2.098, 1.153, 1.307], [-2.434, 0.398, -2.715], [-1.202, 2.363, -9.032], [-1.116, 1.640, -9.854], [1.575, 2.497, -6.911], [-3.942, -2.194, -2.331], [4.183, -4.600, -1.500], [-0.548, -1.631, -2.955], [2.067, 2.692, -1.335], [-2.893, 1.964, -5.604], [5.244, -2.987, 0.419], [0.918, 1.937, -7.582], [4.423, -2.754, -0.244], [1.444, 0.028, -6.812], [-2.583, 0.369, -4.103], [-0.674, -0.024, 1.975]],
  "charge": 2,
  "de_lowest_kj_mol": 0.0,
  "energy_ha": -4637.96194
}


# 2
{
  "formula": "C28H36As2PdSi",
  "method": "wB97M-V/def2-TZVPD",
  "elements": ["H", "C", "H", "C", "H", "H", "C", "C", "H", "H", "H", "C", "H", "C", "H", "H", "H", "C", "C", "C", "H", "C", "C", "H", "H", "C", "H", "C", "H", "C", "C", "As", "H", "C", "C", "H", "H", "C", "C", "H", "H", "H", "H", "C", "H", "H", "As", "H", "H", "H", "H", "C", "H", "C", "H", "C", "H", "H", "Si", "C", "H", "C", "C", "C", "Pd", "H", "H", "C"],
  "positions_angstrom": [[0.752, 0.613, -2.049], [1.862, -1.963, -4.495], [3.403, -2.064, 0.904], [-0.166, -3.292, 1.847], [1.870, 1.467, -4.328], [2.498, -3.532, 0.405], [-1.093, 1.610, -4.998], [-2.089, -2.186, 5.080], [0.229, -4.172, 1.330], [3.282, -0.568, 2.495], [-0.281, -1.793, -1.273], [0.167, -0.535, 3.885], [4.288, 1.111, -4.360], [-2.587, 0.595, 4.315], [-2.839, 3.298, -0.163], [-1.543, -2.184, -2.504], [5.220, -1.215, -4.555], [4.141, -1.052, -4.536], [1.781, 0.542, 5.332], [2.787, 0.291, 4.404], [-0.299, 1.312, -5.690], [2.254, 0.441, -4.380], [-1.761, 2.831, -5.147], [-4.005, 2.573, -2.593], [0.898, 1.128, 0.615], [-2.567, 1.070, -3.145], [-1.839, -0.888, -1.311], [1.198, -0.810, 2.958], [2.797, -3.218, 2.153], [-1.067, -1.384, -1.913], [-0.917, 2.134, -0.266], [-1.759, -1.001, 3.543], [-1.205, -3.102, 1.557], [-3.195, 2.309, -3.273], [2.494, -0.380, 3.215], [-3.220, 4.202, -4.320], [-0.319, 0.300, 5.818], [-1.414, 0.785, -3.906], [-1.730, 2.920, 1.743], [-3.259, 1.003, 3.554], [-3.155, 0.268, 5.187], [1.997, 1.064, 6.265], [-2.339, 3.428, 2.483], [2.605, -2.762, 1.176], [-0.080, -3.395, 2.933], [3.637, -3.116, -4.901], [0.904, -1.767, 1.211], [1.154, -2.801, -4.540], [-1.452, 3.513, -5.941], [0.793, 1.078, -2.752], [-0.014, 2.095, 2.969], [-0.517, 2.216, 2.005], [3.804, 0.614, 4.604], [3.632, 0.244, -4.423], [-1.184, -2.762, 5.291], [-2.773, 3.208, -4.257], [-1.833, 1.328, 4.598], [-2.903, -2.852, 4.772], [-0.097, -0.291, -3.220], [-0.012, 1.719, 0.755], [-2.391, -1.577, 5.935], [3.249, -2.125, -4.671], [-1.987, 2.862, 0.351], [1.377, -0.676, -4.230], [-1.909, 0.935, 1.099], [-0.812, 1.895, -1.321], [-2.928, 0.349, -2.410], [0.468, 0.114, 5.082]],
  "charge": 0,
  "spin_multiplicity": 3,
  "s_squared": 2.009,
  "de_lowest_kj_mol": 25.4,
  "energy_ha": -5977.12475
}


# 3
{
  "formula": "C28H36AsErN2O3SSi2",
  "method": "wB97M-V/def2-TZVPD",
  "elements": ["C", "H", "H", "Si", "H", "C", "C", "C", "C", "C", "H", "H", "C", "O", "H", "H", "Si", "H", "H", "C", "O", "H", "C", "H", "N", "C", "H", "N", "H", "C", "H", "Er", "H", "H", "H", "C", "H", "C", "H", "C", "C", "C", "C", "H", "O", "C", "As", "H", "H", "C", "C", "H", "H", "H", "H", "H", "S", "C", "C", "H", "C", "H", "H", "C", "H", "H", "C", "H", "C", "H", "C", "H", "H", "C"],
  "positions_angstrom": [[3.043, 0.796, 0.572], [1.491, -3.528, 2.341], [3.745, -3.599, -0.630], [1.308, 1.670, 0.736], [-1.954, 1.886, -1.030], [2.337, -2.925, 2.006], [2.714, -3.327, -0.867], [-5.634, 2.231, -2.166], [-3.139, -0.588, 1.601], [-4.819, 3.349, -2.073], [-5.182, -0.453, 1.004], [1.088, 1.178, -5.106], [-2.241, -0.648, 2.706], [-4.239, -1.680, -1.170], [3.326, -0.796, -2.245], [3.430, -1.509, -3.884], [2.021, -2.021, 0.350], [0.983, -0.837, 3.171], [0.556, 3.822, -0.293], [-4.976, -0.435, 3.156], [-1.973, -0.926, -1.883], [1.397, 1.555, 3.248], [-0.466, -0.746, 4.778], [-2.141, -0.620, 6.096], [-2.483, -0.637, 0.376], [1.336, 2.357, 2.509], [-2.860, 4.093, -1.590], [-0.909, -0.744, 2.424], [2.590, -2.218, 2.799], [0.694, 0.164, -5.082], [0.429, 2.930, 2.722], [-0.273, -0.444, -0.183], [-5.749, 0.089, -1.915], [-4.516, -0.453, 5.242], [-6.044, -0.353, 3.311], [-2.738, -0.599, 4.019], [1.139, -0.427, -5.881], [4.664, -0.987, 0.313], [4.900, -2.039, 0.193], [3.036, -0.685, -3.289], [1.463, 3.213, -0.362], [5.721, -0.095, 0.388], [-3.496, 3.221, -1.664], [-0.388, 0.189, -5.194], [0.541, 0.341, -2.159], [5.452, 1.254, 0.562], [1.129, -0.623, -3.396], [3.198, -3.591, 1.892], [-5.214, 4.326, -2.317], [0.350, -2.373, -3.427], [-5.132, 0.975, -1.850], [0.877, -2.980, -4.163], [6.743, -0.450, 0.320], [0.434, -2.838, -2.447], [2.685, -3.057, -1.923], [3.410, 0.265, -3.668], [-3.168, -0.738, -1.034], [-1.794, -0.655, 5.070], [-4.485, -0.483, 1.831], [1.589, 2.927, -1.408], [-2.988, 1.973, -1.347], [-0.699, -2.261, -3.693], [2.111, -4.234, -0.754], [-4.136, -0.491, 4.229], [3.952, 2.734, 0.797], [6.260, 1.973, 0.631], [-0.067, -0.781, 3.426], [0.286, -0.785, 5.554], [4.136, 1.674, 0.653], [2.195, 3.017, 2.667], [-3.813, 0.858, -1.443], [2.305, 3.850, -0.074], [-6.663, 2.334, -2.484], [3.320, -0.586, 0.399]],
  "charge": 0,
  "spin_multiplicity": 4,
  "s_squared": 3.753,
  "energy_ha": -5651.86637
}